<i>
DFT (the ωB97M-V functional and the def2-TZVPD basis) results for a structure of composition C5H11NO2.

Values from the calculation:
⟨S²⟩ = 0.758
Gap between HOMO and LUMO (alpha / beta) = 0.258 / 0.225 Eh
Highest occupied orbital energy (alpha / beta) = -0.1353 / -0.1352 Eh
Spin multiplicity = 2
Lowest unoccupied orbital energy (alpha / beta) = 3.347 / 2.438 eV
Charge = -1

Structure (XYZ):
```
19
C5H11NO2 the ωB97M-V functional and the def2-TZVPD basis
C 0.731 0.998 -0.570
C 0.680 -0.512 -0.885
N 1.176 -1.610 0.015
C -1.560 1.782 -1.634
C -0.077 -1.920 0.214
C 0.763 -0.641 3.145
O -0.471 -0.898 3.129
O 1.239 0.266 3.881
H 1.375 1.491 -1.295
H -0.515 1.286 -0.827
H 1.169 1.156 0.419
H -0.248 -0.689 -1.504
H 1.225 -0.745 -1.824
H -2.276 2.113 -0.879
H -1.975 0.810 -1.926
H -1.380 2.486 -2.436
H -0.736 -1.613 1.041
H -0.565 -2.595 -0.517
H 1.443 -1.166 2.452
```

Atom charges from the Löwdin analysis, given in e for atoms 1 to 8:
1. C -0.05
2. C -0.36
3. N -0.08
4. C -0.04
5. C -0.06
6. C -0.67
7. O -0.18
8. O -0.17

<ii>
DFT (the ωB97M-V functional and the def2-TZVPD basis) results for a structure of composition C5H11NO2.

Values from the calculation:
⟨S²⟩ = 0.764
Gap between HOMO and LUMO (alpha / beta) = 0.225 / 0.232 Eh
Highest occupied orbital energy (alpha / beta) = -0.1123 / -0.1206 Eh
Spin multiplicity = 2
Lowest unoccupied orbital energy (alpha / beta) = 3.064 / 3.021 eV
Charge = -1

Structure (XYZ):
```
19
C5H11NO2 the ωB97M-V functional and the def2-TZVPD basis
O 0.330 2.470 -0.328
C -0.601 -1.015 2.208
O -0.538 -1.172 3.467
C 0.706 -0.874 1.244
C -0.037 0.343 1.638
C -0.938 0.463 -1.895
C 0.251 -0.223 -2.214
N 0.484 -1.465 -0.011
H -1.453 -1.477 1.708
H 1.571 -1.264 1.776
H 0.312 1.042 2.374
H -0.543 0.854 0.832
H -1.841 0.338 -2.498
H -0.772 1.448 -1.472
H 0.154 -1.137 -2.801
H 1.155 0.351 -2.013
H -0.459 -0.498 -1.158
H 0.864 3.269 -0.306
H 1.355 -1.451 -0.551
```

Atom charges from the natural (NBO) analysis, given in e for atoms 1 to 8:
1. O -1.35
2. C 0.16
3. O -0.59
4. C 0.00
5. C -0.44
6. C -0.51
7. C -0.26
8. N -0.97

<iii>
DFT (the ωB97M-V functional and the def2-TZVPD basis) results for a cluster of 2 separate species, C5H11NO2 in total.

Values from the calculation:
⟨S²⟩ = 0.769
Gap between HOMO and LUMO (alpha / beta) = 0.300 / 0.201 Eh
Highest occupied orbital energy (alpha / beta) = -0.1522 / -0.1348 Eh
Spin multiplicity = 2
Lowest unoccupied orbital energy (alpha / beta) = 4.030 / 1.802 eV
Charge = -1

Structure (XYZ):
```
19
C5H11NO2 the ωB97M-V functional and the def2-TZVPD basis
C 1.357 0.359 -0.623
N 0.601 -0.024 0.560
C -0.696 -0.574 0.408
C -1.566 -0.410 -0.626
O -0.630 1.479 -2.422
C -0.984 -1.608 1.544
O 0.081 -1.503 2.372
C 1.758 1.833 -0.578
H 2.291 -0.288 -0.863
H 0.601 0.278 -1.426
H 1.000 -0.679 1.340
H -1.957 -1.289 2.022
H -2.224 -1.275 -0.679
H -1.405 0.423 -1.355
H -1.578 1.530 -2.678
H -1.188 -2.607 1.060
H 2.303 2.075 0.364
H 2.374 2.148 -1.429
H 0.758 2.439 -0.625
```

Atom charges from the natural (NBO) analysis, given in e for atoms 1 to 8:
1. C -0.27
2. N -0.49
3. C 0.21
4. C -0.36
5. O -1.21
6. C -0.08
7. O -0.87
8. C -0.62

Most stable one: <iii>, least stable one: <ii>.

<i>
DFT (the ωB97M-V functional and the def2-TZVPD basis) results for a cluster of 2 separate species, C4H9N2 in total.

Values from the calculation:
⟨S²⟩ = 2.022
Gap between HOMO and LUMO (alpha / beta) = 0.305 / 0.312 Eh
Highest occupied orbital energy (alpha / beta) = -0.4526 / -0.5686 Eh
Spin multiplicity = 3
Lowest unoccupied orbital energy (alpha / beta) = -4.004 / -6.973 eV
Charge = +1

Structure (XYZ):
```
15
C4H9N2 the ωB97M-V functional and the def2-TZVPD basis
C 2.008 -0.559 0.875
C 0.506 -0.161 -1.190
C -0.245 0.211 -0.027
C -0.837 1.546 0.374
N 1.005 -0.247 0.187
N -1.500 -1.608 -0.079
H 2.881 -0.805 0.455
H 1.891 -0.658 1.914
H 0.426 -1.033 -1.669
H 0.869 0.593 -1.829
H -1.586 1.426 1.181
H -1.384 1.834 -0.540
H 0.049 2.284 0.620
H -1.993 -1.361 -0.977
H -2.090 -1.463 0.704
```

Atom charges from the natural (NBO) analysis, given in e for atoms 1 to 8:
1. C 0.03
2. C -0.23
3. C 0.37
4. C -0.69
5. N -0.26
6. N -0.55
7. H 0.21
8. H 0.22

<ii>
DFT (the ωB97M-V functional and the def2-TZVPD basis) results for a structure of composition C4H9N2.

Values from the calculation:
⟨S²⟩ = 2.008
Gap between HOMO and LUMO (alpha / beta) = 0.264 / 0.311 Eh
Highest occupied orbital energy (alpha / beta) = -0.3981 / -0.5483 Eh
Spin multiplicity = 3
Lowest unoccupied orbital energy (alpha / beta) = -3.647 / -6.465 eV
Charge = +1

Structure (XYZ):
```
15
C4H9N2 the ωB97M-V functional and the def2-TZVPD basis
C -0.751 -0.942 0.584
C -1.693 -0.052 -0.281
C 0.387 1.483 0.452
C 0.307 0.053 0.065
N -0.539 0.621 -0.957
N 1.665 -0.531 -0.358
H -0.840 -0.931 1.731
H -0.751 -1.908 0.268
H -2.290 -0.380 -1.174
H -2.453 0.488 0.181
H -0.252 1.915 1.066
H 1.170 2.067 -0.036
H 1.971 -1.340 0.112
H 2.402 0.124 -0.247
H 1.666 -0.668 -1.405
```

Atom charges from the natural (NBO) analysis, given in e for atoms 1 to 8:
1. C -0.43
2. C -0.31
3. C -0.27
4. C 0.11
5. N -0.20
6. N -0.68
7. H 0.25
8. H 0.24

Most stable one: <i>, least stable one: <ii>.

<i>
DFT (the ωB97M-V functional and the def2-TZVPD basis) results for a cluster of 2 separate species, C5H8Cl2 in total.

Values from the calculation:
Gap between HOMO and LUMO = 0.272 Eh
Highest occupied orbital energy = -0.3378 Eh
Spin multiplicity = 1
Lowest unoccupied orbital energy = -1.786 eV
Charge = 0

Structure (XYZ):
```
15
C5H8Cl2 the ωB97M-V functional and the def2-TZVPD basis
C -0.341 -0.240 -1.229
C 0.038 -0.611 0.135
C -0.682 0.644 -0.062
C 0.450 -1.910 0.588
C -0.136 2.024 0.315
Cl 2.653 0.321 0.324
Cl -2.334 0.288 0.418
H 0.370 0.141 -1.860
H -1.102 -0.754 -1.597
H 0.450 -1.927 1.610
H 1.419 -2.150 0.196
H -0.261 -2.670 0.214
H -0.684 2.760 -0.137
H 0.890 2.146 -0.236
H -0.102 1.941 1.447
```

Atom charges from the natural (NBO) analysis, given in e for atoms 1 to 8:
1. C -0.54
2. C 0.51
3. C -0.09
4. C -0.71
5. C -0.61
6. Cl -0.62
7. Cl 0.01
8. H 0.27

<ii>
DFT (the ωB97M-V functional and the def2-TZVPD basis) results for the molecule C5H8Cl2.

Values from the calculation:
Gap between HOMO and LUMO = 0.364 Eh
Highest occupied orbital energy = -0.3362 Eh
Spin multiplicity = 1
Lowest unoccupied orbital energy = 0.761 eV
SMILES string = CC=C(CCl)CCl
Charge = 0

Structure (XYZ):
```
15
C5H8Cl2 the ωB97M-V functional and the def2-TZVPD basis
C -0.873 2.420 1.045
C -0.944 1.677 -0.231
C -0.152 0.582 -0.536
C 1.126 0.218 0.203
Cl 0.544 -0.199 1.859
C -0.266 -0.337 -1.704
Cl -0.104 -1.991 -1.329
H 0.135 2.361 1.579
H -0.893 3.526 0.798
H -1.631 2.107 1.636
H -1.641 1.874 -0.981
H 1.864 1.107 0.115
H 1.913 -0.605 -0.225
H -1.229 -0.397 -2.321
H 0.668 -0.116 -2.267
```

Atom charges from the natural (NBO) analysis, given in e for atoms 1 to 8:
1. C -0.65
2. C -0.15
3. C -0.05
4. C -0.45
5. Cl -0.05
6. C -0.45
7. Cl -0.03
8. H 0.23

Most stable one: <ii>, least stable one: <i>.

<i>
DFT (the ωB97M-V functional and the def2-TZVPD basis) results for a cluster of 2 separate species, C5H11N3O in total.

Values from the calculation:
Gap between HOMO and LUMO = 0.343 Eh
Highest occupied orbital energy = -0.3143 Eh
Spin multiplicity = 1
Lowest unoccupied orbital energy = 0.785 eV
SMILES string = [H]/N=C\C=C.C=CN(N)O
Charge = 0

Structure (XYZ):
```
20
C5H11N3O the ωB97M-V functional and the def2-TZVPD basis
H -0.218 -1.982 1.421
N -0.971 -1.313 1.587
C -0.648 -0.097 1.411
C 0.839 0.434 1.404
C 1.108 1.701 1.739
H -1.394 0.672 1.576
H 1.566 -0.346 1.605
H 0.374 2.482 1.599
H 2.075 2.019 2.096
C 1.221 -1.028 -1.482
C 0.618 0.115 -1.080
N -0.788 0.177 -0.818
N -1.637 -0.853 -1.218
O -1.356 1.437 -1.112
H 2.234 -1.000 -1.841
H 0.843 -2.003 -1.214
H 1.013 1.075 -1.379
H -1.849 -1.424 -0.398
H -1.190 -1.408 -1.948
H -1.838 1.341 -1.950
```

Atom charges from the natural (NBO) analysis, given in e for atoms 1 to 8:
1. H 0.33
2. N -0.72
3. C 0.15
4. C -0.26
5. C -0.36
6. H 0.18
7. H 0.20
8. H 0.20

<ii>
DFT (the ωB97M-V functional and the def2-TZVPD basis) results for the molecule C5H11N3O.

Values from the calculation:
Gap between HOMO and LUMO = 0.375 Eh
Highest occupied orbital energy = -0.3428 Eh
Spin multiplicity = 1
Lowest unoccupied orbital energy = 0.877 eV
SMILES string = C/C=N\NCCNC=O
Charge = 0

Structure (XYZ):
```
20
C5H11N3O the ωB97M-V functional and the def2-TZVPD basis
C 0.054 -2.294 -1.024
C 1.335 -2.213 -0.172
N 1.974 -1.225 0.287
N 1.259 0.124 -0.092
C 0.514 0.310 1.168
C -0.341 1.542 1.028
N -0.893 1.623 -0.336
C -2.048 2.202 -0.800
O -2.453 1.902 -1.871
H -0.622 -2.822 -0.331
H -0.298 -1.349 -1.412
H 0.171 -3.074 -1.766
H 1.897 -3.117 0.042
H 2.049 0.729 -0.020
H 1.142 0.439 2.040
H -0.064 -0.623 1.379
H 0.351 2.366 1.148
H -1.158 1.603 1.764
H -0.326 1.071 -0.971
H -2.543 2.805 -0.063
```

Atom charges from the natural (NBO) analysis, given in e for atoms 1 to 8:
1. C -0.69
2. C 0.11
3. N -0.28
4. N -0.52
5. C -0.24
6. C -0.23
7. N -0.65
8. C 0.54

Most stable one: <ii>, least stable one: <i>.

<i>
DFT (the ωB97M-V functional and the def2-TZVPD basis) results for a cluster of 2 separate species, C5H11N3O in total.

Values from the calculation:
Gap between HOMO and LUMO = 0.375 Eh
Highest occupied orbital energy = -0.3603 Eh
Spin multiplicity = 1
Lowest unoccupied orbital energy = 0.410 eV
SMILES string = [H]/N=C\C(C)=N/[H].C=NOC
Charge = 0

Structure (XYZ):
```
20
C5H11N3O the ωB97M-V functional and the def2-TZVPD basis
H 0.774 -1.599 -1.637
N -0.232 -1.739 -1.718
C -0.859 -1.592 -0.637
C -0.279 -1.310 0.700
C -1.133 -0.552 1.658
N 0.874 -1.692 1.052
H 1.387 -2.216 0.343
H -1.937 -1.698 -0.684
H -2.164 -0.881 1.593
H -1.096 0.506 1.400
H -0.764 -0.680 2.671
C -0.926 1.737 -1.630
N -0.056 1.931 -0.749
O 0.868 0.926 -0.559
C 1.862 1.311 0.372
H -0.995 0.850 -2.255
H -1.660 2.521 -1.749
H 1.444 1.994 1.110
H 2.689 1.792 -0.142
H 2.202 0.391 0.862
```

Atom charges from the natural (NBO) analysis, given in e for atoms 1 to 8:
1. H 0.33
2. N -0.57
3. C 0.06
4. C 0.25
5. C -0.67
6. N -0.61
7. H 0.33
8. H 0.17

<ii>
DFT (the ωB97M-V functional and the def2-TZVPD basis) results for a structure of composition C5H11N3O.

Values from the calculation:
Gap between HOMO and LUMO = 0.355 Eh
Highest occupied orbital energy = -0.3273 Eh
Spin multiplicity = 1
Lowest unoccupied orbital energy = 0.745 eV
Charge = 0

Structure (XYZ):
```
20
C5H11N3O the ωB97M-V functional and the def2-TZVPD basis
C -2.017 -0.180 0.401
C -0.905 0.666 -0.047
C 0.857 -1.244 0.434
C 2.275 -0.745 -0.092
C 1.793 0.644 -0.308
H -3.504 -1.417 -0.671
H -1.456 -1.067 -1.721
H -2.824 0.547 0.527
H -1.834 -0.825 1.188
H -0.219 3.531 0.200
H 0.425 -2.118 0.041
H 0.709 -1.027 1.721
H 3.134 -1.033 0.673
H 2.567 -1.290 -1.034
H 2.183 1.523 -0.848
H 1.613 0.881 0.769
N -2.053 -1.411 -0.537
N -1.087 1.822 0.022
N 0.314 0.047 -0.575
O 0.029 2.696 -0.145
```

Atom charges from the natural (NBO) analysis, given in e for atoms 1 to 8:
1. C -0.29
2. C 0.35
3. C -0.20
4. C -0.44
5. C -0.22
6. H 0.33
7. H 0.38
8. H 0.23

<iii>
DFT (the ωB97M-V functional and the def2-TZVPD basis) results for the molecule C5H11N3O.

Values from the calculation:
Gap between HOMO and LUMO = 0.358 Eh
Highest occupied orbital energy = -0.3334 Eh
Spin multiplicity = 1
Lowest unoccupied orbital energy = 0.667 eV
SMILES string = [H]/N=C/N/C(CO)=N/CC
Charge = 0

Structure (XYZ):
```
20
C5H11N3O the ωB97M-V functional and the def2-TZVPD basis
H -4.763 0.441 -0.290
N -3.647 0.678 0.094
C -3.047 -0.536 -0.173
N -1.824 -0.931 -0.115
C -0.482 -0.480 0.073
C -0.445 1.060 0.254
O 0.857 1.650 -0.358
N 0.499 -1.160 0.175
C 1.850 -0.551 0.597
C 2.915 -0.257 -0.508
H -3.621 -1.328 -0.849
H -1.716 -1.791 -0.588
H -0.194 1.113 1.443
H -1.265 2.004 0.051
H 1.361 2.054 0.472
H 2.409 -1.600 0.806
H 1.648 0.061 1.500
H 3.160 -1.204 -1.106
H 2.494 0.475 -1.391
H 3.811 0.303 -0.088
```

Atom charges from the natural (NBO) analysis, given in e for atoms 1 to 8:
1. H 0.34
2. N -0.73
3. C 0.28
4. N -0.61
5. C 0.43
6. C -0.20
7. O -0.75
8. N -0.44

Most stable one: <i>, least stable one: <ii>.